Entry 1:
C38H33N3O5P2Pd as an isolated structure, computed with ωB97M-V with the def2-TZVPD basis set.

Atoms and positions in Å:
1 O -2.60 -1.58 -2.51
2 C -0.90 0.90 1.28
3 C 1.16 4.65 -1.69
4 H 6.42 -1.20 2.51
5 H -2.94 -2.91 1.58
6 Pd 0.03 -1.58 -1.17
7 H -4.79 1.69 -2.12
8 N 1.18 -3.28 0.44
9 O -1.78 -1.70 -0.43
10 H 1.19 5.07 -2.69
11 H -6.61 0.94 -0.82
12 H -4.73 0.30 -3.20
13 C 4.52 3.14 -1.82
14 C 1.73 -5.63 0.29
15 C 1.82 0.22 0.58
16 C 3.41 1.01 -1.70
17 C 0.76 2.79 -0.23
18 C -2.23 1.07 0.92
19 N 1.68 -6.67 -0.18
20 P 2.82 -0.42 -0.79
21 C -7.84 -0.37 1.22
22 H 5.09 3.93 -1.35
23 O -0.15 0.51 -1.36
24 C 4.18 -1.31 -0.03
25 O 2.03 -1.33 -1.70
26 H 2.48 0.31 -3.50
27 H -3.67 0.42 3.91
28 C 1.52 5.42 -0.60
29 H -7.86 0.67 1.57
30 H -3.29 0.75 -2.32
31 C -5.75 -1.77 0.99
32 H 2.41 0.89 1.21
33 C -3.23 0.90 1.87
34 H 5.80 -4.25 -0.42
35 P 0.32 1.06 -0.02
36 H 3.96 -2.93 -1.42
37 C 6.23 -2.80 1.09
38 H 1.81 6.46 -0.75
39 C -2.75 -1.56 -1.30
40 C -6.52 -0.69 0.57
41 C -3.74 -3.25 0.93
42 H 1.74 5.50 1.53
43 C -2.89 0.57 3.17
44 H -2.49 1.30 -0.11
45 H -8.66 -0.48 0.51
46 H 0.51 2.70 -2.35
47 C -1.56 0.42 3.54
48 C 4.52 -2.54 -0.57
49 C -4.38 0.69 -2.24
50 C 4.87 -0.82 1.08
51 H -1.30 0.16 4.56
52 C 0.79 3.32 -1.51
53 C -6.03 0.09 -0.48
54 C -4.08 -1.29 -0.66
55 H 1.53 -0.67 1.17
56 H -6.12 -2.39 1.80
57 C 5.55 -3.29 -0.01
58 O 0.44 -3.46 -0.62
59 C 2.63 -4.11 2.04
60 C 3.06 1.11 -3.05
61 N 3.29 -3.92 2.96
62 C -4.53 -2.08 0.40
63 C 5.90 -1.57 1.64
64 H -4.39 -3.92 1.50
65 C 4.14 2.03 -1.09
66 H -8.03 -1.02 2.06
67 C 1.80 -4.33 0.89
68 C 3.46 2.22 -3.78
69 H -3.28 -3.82 0.13
70 C -4.83 -0.20 -1.11
71 H 4.48 4.10 -3.74
72 H 0.47 0.43 2.88
73 C 1.10 3.57 0.87
74 H 4.42 1.96 -0.05
75 C 1.48 4.89 0.68
76 C 4.18 3.23 -3.17
77 H 3.19 2.29 -4.82
78 C -0.56 0.58 2.59
79 H 4.61 0.13 1.53
80 H 7.02 -3.39 1.54
81 H -4.27 0.98 1.57
82 H 1.05 3.16 1.87

* orbital gap: 8.2660 eV
* highest occupied orbital energy: -8.41 eV
* energy relative to the best compared isomer or geometry (same formula, charge and spin): 0.011 eV
* DFT total energy: -2818.96501 a.u.

Entry 2:
A 7-piece molecular cluster, C38H33N7O12 overall at a distorted geometry, computed with ωB97M-V with the def2-TZVPD basis set.

Atoms and positions in Å:
1 O -4.86 -2.77 4.93
2 H 4.13 -0.50 -0.29
3 C 4.83 1.46 -0.87
4 O -0.63 -0.84 -3.36
5 C 0.34 4.01 -3.62
6 O 1.33 -3.04 3.70
7 O 2.32 -2.39 1.89
8 H 1.30 -1.40 -0.48
9 H -1.88 -5.21 1.21
10 H 2.44 2.31 2.77
11 O -1.52 -1.60 -5.17
12 C 6.60 2.39 0.44
13 H 0.22 -2.08 -6.89
14 C -3.91 -2.51 1.31
15 H -6.12 -5.10 1.16
16 C -3.49 1.35 3.42
17 C -4.00 -0.68 4.57
18 H 1.18 0.80 -3.86
19 N 3.91 1.55 -1.99
20 H -3.02 1.87 2.60
21 H -1.76 -2.77 1.35
22 C 0.88 -1.33 -6.47
23 C -5.19 -4.53 1.14
24 H -5.54 1.89 6.07
25 C -0.93 3.48 -3.74
26 H -5.10 -0.52 6.39
27 H -2.40 2.21 -2.77
28 C 1.26 -0.82 3.17
29 C -4.88 1.37 5.39
30 C 2.60 0.58 -5.45
31 C 0.19 -0.55 3.97
32 C -2.78 -4.62 1.15
33 O 3.25 0.56 -2.26
34 H -3.91 -1.43 1.21
35 N -1.28 -0.29 0.90
36 C 1.44 0.26 -4.75
37 O 0.21 5.01 -5.67
38 C -0.12 0.75 4.33
39 H 3.83 0.11 -7.15
40 H -1.08 1.80 -0.81
41 C 2.04 -1.04 -7.16
42 N -3.86 -2.14 4.63
43 H 2.03 4.35 -2.38
44 H 5.70 -0.72 1.51
45 C -4.02 -5.24 1.03
46 C 5.72 0.21 0.96
47 H 2.91 0.02 2.07
48 O -3.07 -7.33 0.96
49 O -2.77 -2.63 4.40
50 O -5.10 -7.11 0.27
51 H 2.33 -1.57 -8.05
52 C 1.08 3.84 -2.46
53 H 1.09 2.99 -0.49
54 C -4.72 0.00 5.53
55 H 3.27 1.32 -5.04
56 C 4.78 0.33 -0.05
57 C 0.59 -0.68 -5.29
58 C -0.69 2.47 -1.56
59 H 0.39 2.83 4.03
60 N -4.07 -6.67 0.74
61 C 0.66 1.79 3.84
62 N -0.62 -1.07 -4.56
63 H -0.90 0.99 5.04
64 C -4.24 2.05 4.36
65 H 7.41 1.06 1.93
66 C -0.31 -0.34 0.28
67 O 2.11 5.03 -4.66
68 C 2.90 -0.06 -6.63
69 N 0.93 4.75 -4.73
70 O 3.89 2.59 -2.63
71 H -4.36 3.12 4.22
72 H -1.53 3.53 -4.63
73 C 5.69 2.50 -0.59
74 C 1.73 1.53 2.98
75 C -2.73 -3.25 1.31
76 C 6.64 1.22 1.18
77 H 7.33 3.18 0.59
78 H 5.62 3.36 -1.25
79 C 2.03 0.22 2.66
80 N 1.67 -2.19 2.90
81 H 1.59 0.39 -0.16
82 C 0.54 3.11 -1.42
83 H -2.69 -0.56 2.89
84 C 0.92 -0.38 -0.51
85 C -3.42 -0.03 3.49
86 C -1.45 2.71 -2.70
87 H -0.33 -1.36 4.49
88 H -6.03 -2.57 1.37
89 H 0.63 -0.16 -1.54
90 C -5.13 -3.17 1.36

* orbital gap: 8.4056 eV
* SMILES string: O=[N+]([O-])c1ccccc1.O=[N+]([O-])c1ccccc1.O=[N+]([O-])c1ccccc1.O=[N+]([O-])c1ccccc1.O=[N+]([O-])c1ccccc1.O=[N+]([O-])c1ccccc1.CC#N
* highest occupied orbital energy: -9.60 eV
* energy relative to the best compared isomer or geometry (same formula, charge and spin): 0.230 eV
* DFT total energy: -2753.45412 a.u.

> Among the records above, which one has the highest orbital gap?

C38H33N7O12